(1)
C50H57AsF3NO7P | wB97M-V/def2-TZVPD

Element x y z (Å)
C 2.489 0.975 5.586
C 1.340 -0.038 5.439
C 1.258 -0.524 3.978
As -0.497 -1.287 3.192
C -2.148 -2.265 2.431
C -3.538 -1.622 2.350
C -3.847 -0.913 1.005
C -4.277 0.553 1.057
C -5.482 0.830 1.943
N -5.994 2.208 1.853
C -1.513 0.421 3.693
C -0.687 1.706 3.563
C -1.497 2.946 3.099
C -0.755 3.761 2.020
C 0.023 4.978 2.558
C 1.516 4.903 2.272
O 1.778 4.683 0.896
C 2.681 3.636 0.593
C 0.598 -2.980 2.665
C 1.790 -2.903 1.954
C 2.513 -4.035 1.606
C 2.055 -5.291 1.962
C 0.883 -5.391 2.693
C 0.177 -4.248 3.039
P -1.054 -2.128 5.476
O -2.682 -2.551 5.508
O -0.123 -3.440 5.927
C -0.138 -0.467 1.266
F -1.094 0.462 0.921
F -0.205 -1.393 0.269
F 1.054 0.192 1.052
H 2.517 1.391 6.596
H 3.451 0.520 5.345
H 2.337 1.813 4.900
H 1.584 -0.871 6.096
H 0.437 0.474 5.759
H 1.983 -1.336 3.920
H 1.655 0.284 3.364
H -1.935 -2.710 1.454
H -2.242 -3.122 3.098
H -4.263 -2.441 2.422
H -3.775 -0.999 3.212
H -3.004 -1.018 0.325
H -4.682 -1.441 0.531
H -3.445 1.216 1.299
H -4.585 0.823 0.038
H -6.303 0.177 1.632
H -5.274 0.626 2.994
H -6.396 2.348 0.934
H -5.218 2.858 1.926
H -2.402 0.554 3.089
H -1.847 0.315 4.729
H 0.123 1.584 2.847
H -0.219 1.977 4.511
H -2.465 2.652 2.696
H -1.663 3.595 3.960
H -0.053 3.116 1.492
H -1.470 4.105 1.271
H -0.083 5.050 3.643
H -0.362 5.889 2.096
H 1.957 4.111 2.885
H 1.982 5.851 2.566
H 3.232 3.310 1.475
H 2.150 2.790 0.149
H 3.405 3.997 -0.141
H 2.195 -1.938 1.668
H 3.444 -3.940 1.059
H 2.614 -6.173 1.677
H 0.523 -6.367 2.994
H -0.716 -4.372 3.638
H -3.028 -2.165 6.314
H 0.136 -3.333 6.844
C 8.273 -4.979 -5.264
C 8.520 -4.532 -3.970
C 7.516 -3.912 -3.247
C 6.263 -3.729 -3.816
C 6.020 -4.161 -5.120
C 7.027 -4.794 -5.838
C 4.694 -3.942 -5.773
O 4.491 -4.328 -6.906
C 3.645 -3.235 -4.990
C 2.417 -2.976 -5.587
C 1.420 -2.335 -4.872
C 1.646 -1.953 -3.555
C 2.869 -2.200 -2.954
C 3.875 -2.837 -3.670
C 5.190 -3.071 -3.011
O 5.388 -2.736 -1.864
H 9.057 -5.470 -5.826
H 9.497 -4.670 -3.527
H 7.690 -3.564 -2.238
H 6.822 -5.132 -6.844
H 2.256 -3.285 -6.611
H 0.463 -2.137 -5.337
H 0.871 -1.457 -2.985
H 3.038 -1.899 -1.929
C -5.631 3.515 -6.592
C -5.977 2.253 -6.119
C -5.277 1.690 -5.066
C -4.221 2.382 -4.485
C -3.864 3.640 -4.971
C -4.578 4.206 -6.020
C -2.710 4.390 -4.390
O -2.411 5.488 -4.815
C -1.947 3.743 -3.290
C -0.841 4.396 -2.762
C -0.122 3.821 -1.727
C -0.509 2.591 -1.208
C -1.610 1.931 -1.731
C -2.328 2.499 -2.776
C -3.491 1.759 -3.338
O -3.843 0.688 -2.895
H -6.185 3.956 -7.411
H -6.795 1.710 -6.573
H -5.537 0.713 -4.683
H -4.294 5.186 -6.379
H -0.552 5.356 -3.169
H 0.734 4.337 -1.313
H 0.040 2.135 -0.397
H -1.917 0.974 -1.330

Output
- HOMO-LUMO gap (eV) = 4.2
- charge = -1
- HOMO (eV) = -3.652
- LUMO (eV) = 0.5549

Mulliken population analysis, charges in e, atoms 1 to 99:
1 C -1.40
2 C -0.60
3 C -1.21
4 As 1.91
5 C -1.41
6 C -1.04
7 C -0.96
8 C 1.21
9 C -0.91
10 N -0.75
11 C -1.38
12 C -0.15
13 C -0.78
14 C 0.86
15 C -1.19
16 C -0.40
17 O -0.29
18 C -0.49
19 C 1.10
20 C -0.37
21 C -0.92
22 C -0.56
23 C -0.90
24 C -0.68
25 P -0.21
26 O -0.49
27 O -0.48
28 C 0.10
29 F 0.10
30 F -0.30
31 F -0.25
32 H 0.44
33 H 0.37
34 H 0.11
35 H 0.51
36 H 0.34
37 H 0.69
38 H 0.55
39 H 0.67
40 H 0.36
41 H 0.59
42 H 0.37
43 H 0.19
44 H 0.64
45 H -0.90
46 H 0.34
47 H 0.48
48 H 0.28
49 H 0.30
50 H 0.26
51 H -0.48
52 H 1.05
53 H -0.10
54 H 0.49
55 H -0.30
56 H 0.79
57 H -0.82
58 H 0.58
59 H 0.40
60 H 0.34
61 H 0.12
62 H 0.33
63 H 0.35
64 H 0.07
65 H 0.29
66 H 0.31
67 H 0.51
68 H 0.37
69 H 0.40
70 H 0.08
71 H 0.35
72 H 0.37
73 C -0.46
74 C -0.46
75 C -0.53
76 C 0.19
77 C 0.18
78 C -0.57
79 C 0.60
80 O -0.68
81 C 0.16
82 C -0.53
83 C -0.66
84 C -0.41
85 C -0.80
86 C 0.23
87 C 0.52
88 O -0.65
89 H 0.39
90 H 0.40
91 H 0.48
92 H 0.47
93 H 0.47
94 H 0.43
95 H 0.62
96 H 0.63
97 C -0.44
98 C -0.55
99 C -0.49

(2)
C50H57IrN3O2S4SiTe | wB97M-V/def2-TZVPD

Element x y z (Å)
Ir 1.642 -0.512 -0.886
C 2.586 0.092 8.237
C 2.121 -0.119 6.821
C 0.798 -0.450 6.535
C 0.383 -0.645 5.232
C 1.289 -0.514 4.191
C 2.616 -0.210 4.461
C 3.024 -0.010 5.765
S 0.742 -0.713 2.464
O -0.349 -1.701 2.566
C 0.082 0.954 2.409
C 1.096 1.908 2.333
C 0.807 3.244 2.316
C -0.538 3.674 2.290
C -0.870 5.035 2.197
C -2.178 5.440 2.070
C -3.193 4.490 2.024
C -2.903 3.151 2.153
C -1.578 2.706 2.325
C -1.260 1.315 2.452
C -2.342 0.363 2.692
C -3.111 0.489 3.891
C -2.750 1.379 4.922
C -3.411 1.388 6.133
C -4.503 0.554 6.343
C -4.904 -0.307 5.342
C -4.200 -0.398 4.126
C -4.525 -1.362 3.150
C -3.736 -1.512 2.031
C -2.648 -0.685 1.821
S -1.572 -1.122 0.433
O -1.772 -2.579 0.249
C -2.692 -0.469 -0.857
C -3.274 -1.379 -1.722
C -4.089 -0.952 -2.754
C -4.322 0.402 -2.949
C -5.199 0.879 -4.072
C -3.729 1.313 -2.079
C -2.920 0.885 -1.042
H 1.750 0.322 8.896
H 3.303 0.912 8.286
H 3.080 -0.809 8.613
H 0.085 -0.552 7.344
H -0.641 -0.902 5.005
H 3.323 -0.132 3.650
H 4.058 0.231 5.976
H 2.122 1.571 2.300
H 1.597 3.981 2.270
H -0.070 5.764 2.194
H -2.414 6.491 1.967
H -4.217 4.808 1.871
H -3.704 2.425 2.106
H -1.927 2.061 4.765
H -3.072 2.048 6.923
H -5.033 0.579 7.290
H -5.767 -0.944 5.490
H -5.369 -2.019 3.316
H -3.953 -2.277 1.296
H -3.069 -2.430 -1.577
H -4.541 -1.678 -3.423
H -5.387 0.079 -4.787
H -4.728 1.714 -4.588
H -6.156 1.224 -3.680
H -3.891 2.372 -2.222
H -2.454 1.604 -0.388
S 3.591 0.038 0.556
S -0.394 3.787 -1.157
C 0.119 2.317 -0.836
N 0.474 1.222 -0.598
N 0.517 -4.560 0.554
C 1.393 -4.268 1.562
C 1.953 -3.077 1.237
N 1.423 -2.629 0.062
C 0.550 -3.532 -0.312
H -0.144 -5.318 0.538
H 1.537 -4.907 2.408
H 2.692 -2.516 1.769
H -0.024 -3.499 -1.215
Te 5.182 -1.660 0.329
C 2.861 -3.343 -3.068
C 3.242 -2.113 -3.895
C 3.135 -2.491 -5.371
C 4.719 -1.859 -3.603
Si 2.102 -0.542 -3.279
C 0.368 -0.655 -4.302
C -0.274 -2.017 -4.047
C -0.627 0.362 -3.743
C 0.435 -0.431 -5.813
C 3.053 1.128 -3.917
C 3.684 1.082 -5.311
C 2.098 2.322 -3.896
C 4.149 1.449 -2.898
H 3.477 -4.199 -3.361
H 1.818 -3.620 -3.197
H 3.030 -3.139 -2.014
H 3.841 -3.297 -5.597
H 3.368 -1.645 -6.010
H 2.141 -2.854 -5.613
H 5.285 -2.787 -3.718
H 4.853 -1.512 -2.584
H 5.150 -1.125 -4.277
H -0.364 -2.183 -2.978
H 0.295 -2.835 -4.480
H -1.280 -2.046 -4.470
H -0.713 0.271 -2.665
H -1.616 0.186 -4.172
H -0.348 1.384 -3.969
H 1.076 -1.153 -6.311
H 0.800 0.567 -6.042
H -0.569 -0.522 -6.240
H 2.946 0.846 -6.072
H 4.478 0.345 -5.368
H 4.117 2.058 -5.550
H 1.380 2.279 -4.712
H 2.663 3.253 -3.999
H 1.556 2.369 -2.957
H 4.934 0.700 -2.896
H 3.718 1.494 -1.899
H 4.604 2.418 -3.117

Output
- HOMO-LUMO gap (alpha / beta) (eV) = 3.6 / 3.7
- charge = -2
- multiplicity = 2
- HOMO (alpha / beta) (eV) = 0.032 / -0.008
- LUMO (alpha / beta) (eV) = 3.6798 / 3.6797

Mulliken population analysis, charges in e, atoms 1 to 99:
1 Ir 1.96
2 C -1.53
3 C 1.27
4 C -1.14
5 C -0.43
6 C -0.34
7 C -0.11
8 C -1.05
9 S 1.84
10 O -0.77
11 C 1.18
12 C -0.71
13 C -1.68
14 C 1.13
15 C -0.83
16 C -0.64
17 C -1.05
18 C -0.24
19 C 0.87
20 C -0.75
21 C 0.58
22 C 0.89
23 C -0.63
24 C -0.96
25 C -0.64
26 C -0.73
27 C 0.70
28 C -1.52
29 C -0.68
30 C -0.92
31 S 2.67
32 O -0.95
33 C -0.41
34 C -0.66
35 C -0.91
36 C 1.35
37 C -1.78
38 C -1.22
39 C 0.11
40 H 0.36
41 H 0.38
42 H 0.28
43 H 0.33
44 H 0.60
45 H 0.55
46 H 0.40
47 H 0.08
48 H 0.34
49 H 0.41
50 H 0.37
51 H 0.40
52 H 0.52
53 H 0.53
54 H 0.43
55 H 0.37
56 H 0.41
57 H 0.33
58 H 0.55
59 H 0.45
60 H 0.25
61 H 0.37
62 H 0.38
63 H 0.36
64 H 0.41
65 H 0.38
66 S -0.47
67 S -0.47
68 C 0.38
69 N -1.09
70 N -0.01
71 C -1.04
72 C -0.83
73 N 0.88
74 C -0.78
75 H 0.28
76 H 0.44
77 H 0.44
78 H 0.50
79 Te -0.81
80 C -1.65
81 C 2.76
82 C -1.98
83 C -1.77
84 Si -1.15
85 C 2.87
86 C -1.91
87 C -1.52
88 C -1.98
89 C 2.48
90 C -1.85
91 C -2.11
92 C -1.67
93 H 0.64
94 H 0.18
95 H 0.10
96 H 0.53
97 H 0.26
98 H 0.35
99 H 0.56

Number 1: total energy -146877.093 eV. Number 2: total energy -122692.314 eV.